{"formula": "C13H34N3O5P", "method": "wB97M-V/def2-TZVPD", "elements": ["N", "P", "O", "O", "O", "C", "O", "O", "H", "H", "H", "H", "C", "C", "N", "C", "C", "C", "C", "H", "H", "H", "H", "H", "H", "H", "H", "H", "H", "H", "H", "H", "H", "H", "C", "C", "N", "C", "C", "C", "C", "H", "H", "H", "H", "H", "H", "H", "H", "H", "H", "H", "H", "H", "H", "H"], "positions_angstrom": [[-0.5346, 0.1480, 0.3970], [-0.5975, 0.3763, 1.9194], [0.6361, 1.2369, 2.4000], [-0.5351, -1.0076, 2.6820], [-1.8878, 1.1924, 2.4952], [-3.1319, 0.7489, 2.1404], [-4.0333, 1.5252, 2.0846], [-3.2536, -0.5514, 1.8578], [-1.3429, 0.5236, -0.0792], [0.3999, 2.1522, 2.2405], [0.2879, -1.4128, 2.3897], [-3.3168, -1.0750, 2.6583], [-1.2830, 3.9089, -0.2665], [-1.0213, 4.2960, -1.7124], [-2.0203, 3.7812, -2.6249], [-1.6416, 3.9059, -4.0202], [-1.4809, 5.3152, -4.6051], [-3.3955, 4.1216, -2.3078], [-3.7684, 5.6080, -2.2125], [-1.3726, 2.8278, -0.1650], [-0.4506, 4.2402, 0.3583], [-2.1874, 4.3724, 0.1290], [-0.0528, 3.8807, -2.0014], [-0.9208, 5.3919, -1.7723], [-2.3624, 3.3512, -4.6260], [-0.6936, 3.3751, -4.1494], [-2.4413, 5.7964, -4.7816], [-0.9742, 5.2535, -5.5701], [-0.8810, 5.9623, -3.9650], [-3.6502, 3.6480, -1.3564], [-4.0474, 3.6357, -3.0368], [-3.0299, 6.1848, -1.6545], [-4.7226, 5.7124, -1.6923], [-3.8899, 6.0640, -3.1936], [1.2462, -5.9074, 2.9180], [1.5875, -5.1349, 1.6531], [2.5978, -4.1156, 1.8589], [2.7275, -3.2017, 0.7369], [3.2150, -3.7598, -0.6048], [3.8419, -4.5741, 2.4498], [4.6246, -5.6749, 1.7203], [0.9454, -5.2315, 3.7192], [0.4170, -6.5869, 2.7199], [2.0827, -6.5118, 3.2698], [0.6766, -4.6403, 1.3060], [1.8706, -5.8521, 0.8669], [3.3795, -2.3751, 1.0314], [1.7446, -2.7449, 0.5738], [4.2850, -3.9601, -0.5983], [3.0336, -3.0253, -1.3910], [2.6915, -4.6731, -0.8872], [3.6256, -4.9267, 3.4611], [4.4933, -3.7097, 2.5960], [3.9774, -6.4798, 1.3702], [5.3536, -6.1175, 2.4018], [5.1806, -5.2868, 0.8689]], "de_lowest_kcal_mol": 0.00, "largest_force_ev_per_a": 2.70, "total_charge": 0, "smiles": "N=P(O)(O)OC(=O)O.CCN(CC)CC.CCN(CC)CC"}